# 1
Computed, not measured: 7 unconnected molecules or ions with the total composition C28H54BIO22 in a non-equilibrium geometry, with wB97M-V/def2-TZVPD.

Structure (XYZ):
```
106
Properties=species:S:1:pos:R:3:forces:R:3
C 0.680 -3.520 0.790 0.0 -0.6 -0.2
C -0.201 -4.181 -0.274 0.0 1.4 -0.5
C -0.713 -3.088 -1.266 0.5 -0.8 0.9
C -2.116 -2.618 -0.906 0.5 0.1 -1.1
C -2.560 -1.496 -1.879 -0.9 -0.7 0.9
C -3.168 -0.250 -1.220 0.4 0.4 -1.5
C -2.197 0.758 -0.587 -0.4 -0.4 1.2
I -2.456 2.787 -1.250 -0.3 -0.2 0.1
O -2.464 0.704 0.842 0.0 0.3 -0.4
C -1.548 -0.124 1.415 -0.2 1.5 -4.6
O -1.648 -0.481 2.483 -0.1 -2.2 5.8
O -0.576 -0.478 0.536 -0.1 0.3 -0.4
C -0.711 0.518 -0.497 0.9 0.9 -0.3
B 0.260 0.477 -1.758 0.5 -0.5 -0.4
C 1.825 0.328 -1.625 -0.5 -0.4 0.0
O -0.253 0.630 -3.041 -0.5 -0.4 0.6
H 1.395 -2.837 0.343 0.1 0.1 -0.2
H 1.259 -4.279 1.303 0.0 0.0 0.4
H 0.081 -2.946 1.485 -0.1 0.1 0.3
H 0.348 -4.946 -0.809 0.1 -0.2 0.0
H -1.087 -4.605 0.185 0.0 -0.5 0.2
H 0.017 -2.278 -1.221 -0.1 0.3 -0.1
H -0.678 -3.467 -2.284 -0.3 0.0 -0.2
H -2.206 -2.340 0.140 0.2 0.1 0.1
H -2.751 -3.487 -1.047 -0.3 -0.1 0.1
H -3.357 -1.939 -2.470 -0.2 0.1 -0.2
H -1.795 -1.266 -2.602 0.4 0.3 0.0
H -3.923 -0.535 -0.501 0.0 0.0 0.4
H -3.714 0.273 -1.999 -0.1 0.1 -0.2
H -0.357 1.418 0.034 0.1 0.3 -0.4
H 2.125 -0.454 -0.929 0.1 0.1 0.3
H 2.276 1.274 -1.331 0.1 0.1 0.2
H 2.244 0.079 -2.596 0.1 0.0 -0.2
H -0.143 -0.229 -3.475 0.2 0.4 -0.5
C 6.754 -1.266 2.743 0.2 -0.1 0.0
O 5.759 -0.241 2.752 -0.1 0.1 0.0
C 4.513 -0.680 2.561 0.0 0.0 0.0
O 4.183 -1.823 2.387 0.0 0.1 0.0
O 3.696 0.378 2.600 0.0 -0.1 -0.2
C 2.314 0.059 2.411 -0.3 0.0 0.0
H 7.712 -0.779 2.907 -0.1 0.2 0.0
H 6.577 -1.980 3.544 -0.1 0.0 -0.1
H 6.774 -1.773 1.779 -0.1 -0.1 0.0
H 1.959 -0.603 3.199 0.0 -0.1 -0.1
H 2.154 -0.393 1.434 0.0 -0.1 0.1
H 1.759 0.993 2.462 0.2 0.1 0.0
C 4.905 2.458 4.538 0.2 0.0 -0.2
O 4.344 3.029 5.725 0.0 0.0 0.2
C 4.592 2.336 6.837 -0.1 0.2 -0.2
O 5.226 1.314 6.912 0.0 0.1 0.0
O 4.013 2.975 7.857 0.0 0.0 0.0
C 4.192 2.343 9.125 0.0 0.0 0.2
H 4.641 3.102 3.704 -0.1 0.1 0.2
H 5.989 2.412 4.611 0.0 -0.1 0.0
H 4.497 1.474 4.359 0.1 -0.1 0.1
H 5.248 2.290 9.383 0.0 -0.1 -0.1
H 3.751 1.347 9.124 0.1 0.0 0.0
H 3.678 2.957 9.859 0.0 0.1 -0.1
C -8.868 -1.463 -3.194 0.0 0.2 -0.2
O -9.105 -1.718 -1.810 0.1 -0.1 0.0
C -8.097 -2.277 -1.140 0.0 0.1 0.2
O -7.018 -2.599 -1.579 -0.4 0.3 0.0
O -8.483 -2.415 0.126 0.0 0.0 0.0
C -7.502 -3.000 0.986 0.1 -0.1 0.2
H -9.772 -1.007 -3.589 -0.1 0.0 0.2
H -8.038 -0.770 -3.321 0.1 -0.1 0.0
H -8.678 -2.385 -3.729 0.1 -0.1 0.0
H -6.608 -2.380 1.027 0.0 -0.1 -0.1
H -7.251 -4.006 0.654 0.1 0.1 -0.1
H -7.942 -3.053 1.977 -0.1 0.1 -0.1
C 8.043 3.840 6.440 -0.2 -0.1 0.2
O 9.288 4.458 6.114 0.1 0.0 0.0
C 9.225 5.310 5.089 0.0 0.0 0.0
O 8.240 5.578 4.450 0.1 0.0 0.1
O 10.447 5.814 4.894 0.0 0.0 0.0
C 10.531 6.749 3.818 0.1 0.2 -0.2
H 8.220 3.174 7.280 0.2 0.1 0.0
H 7.307 4.587 6.735 0.0 0.0 -0.2
H 7.674 3.252 5.603 0.0 0.1 -0.1
H 9.892 7.610 4.006 -0.1 -0.1 0.0
H 10.262 6.276 2.875 -0.1 0.0 0.0
H 11.565 7.079 3.766 0.0 -0.1 0.1
C -6.785 -4.461 -3.776 0.1 0.0 0.0
O -5.948 -5.113 -4.740 0.0 -0.1 -0.1
C -6.510 -6.163 -5.339 0.0 0.0 0.0
O -7.621 -6.582 -5.139 0.1 0.0 0.0
O -5.626 -6.671 -6.204 0.0 0.0 0.0
C -6.097 -7.810 -6.924 0.0 -0.2 -0.2
H -6.222 -3.635 -3.368 0.2 0.0 -0.1
H -7.681 -4.079 -4.257 -0.1 -0.2 0.0
H -7.047 -5.144 -2.970 -0.1 0.0 -0.1
H -6.969 -7.553 -7.523 -0.1 0.0 0.1
H -6.333 -8.626 -6.242 -0.1 0.1 0.0
H -5.292 -8.121 -7.584 0.1 0.1 0.1
C -2.476 6.219 -7.480 -0.2 0.1 -0.2
O -1.313 6.053 -6.671 0.0 0.0 0.0
C -1.359 4.999 -5.851 0.0 0.0 0.0
O -2.272 4.219 -5.755 0.1 0.1 0.0
O -0.220 4.962 -5.159 0.0 0.0 0.0
C -0.128 3.875 -4.234 0.1 -0.2 0.2
H -2.312 7.101 -8.093 0.2 0.0 0.1
H -2.620 5.357 -8.130 -0.1 -0.1 0.1
H -3.357 6.377 -6.860 0.0 -0.1 0.0
H -0.176 2.919 -4.752 -0.1 0.0 0.0
H -0.917 3.934 -3.486 0.0 0.0 -0.2
H 0.836 3.959 -3.739 0.0 0.2 -0.1
```
Forces are in eV/Å.

Computed properties:
F_max = 6.22 eV/A
structure (SMILES) = CCCCCC[C@@]1(I)OC(=O)O[C@H]1B(C)O.COC(=O)OC.COC(=O)OC.COC(=O)OC.COC(=O)OC.COC(=O)OC.COC(=O)OC
E_HOMO = -9.93 eV
LUMO = 0.14 eV
spin multiplicity = 1

Mulliken atomic charge list, values in e, 4 entries: -0.89, -0.81, 0.19, -0.68

# 2
Computed, not measured: 3 unconnected molecules or ions with the total composition C28H55BrClN3O9S, with wB97M-V/def2-TZVPD.

Structure (XYZ):
```
98
Properties=species:S:1:pos:R:3:forces:R:3
C 7.228 -5.631 -0.452 -0.2 0.1 0.0
C 6.086 -6.650 -0.513 0.0 -0.1 0.1
C 4.731 -6.034 -0.134 0.0 0.0 0.2
C 4.050 -5.293 -1.306 0.1 0.1 -0.2
N 3.970 -3.816 -1.201 0.0 -0.1 0.6
C 2.959 -3.163 -0.447 0.1 0.0 -0.7
C 1.548 -3.164 -1.069 -0.1 0.1 0.1
O 1.145 -4.379 -1.642 0.4 -0.3 0.1
C -0.187 -4.785 -1.418 -0.2 0.0 0.0
O -0.270 -5.953 -0.666 -0.1 0.0 -0.1
C 0.247 -5.883 0.654 0.0 -0.2 0.2
C -0.539 -5.004 1.621 0.0 0.1 0.1
O -1.646 -5.661 2.219 -0.1 0.3 -0.3
O 2.859 -3.640 0.962 -0.2 -0.2 0.2
S 3.826 -2.901 1.966 0.0 -0.2 0.2
O 3.040 -2.289 2.986 0.5 -0.4 -0.4
O 4.976 -3.689 2.274 -0.6 0.4 0.0
O 4.328 -1.806 0.892 0.0 0.4 -0.1
C 3.421 -1.681 -0.185 0.1 -0.1 0.3
Cl 4.284 -0.950 -1.515 0.0 0.0 -0.1
Br 1.951 -0.501 0.314 0.1 0.1 0.1
H 6.970 -4.723 -1.014 0.1 -0.1 0.0
H 8.158 -6.026 -0.869 -0.1 0.0 0.1
H 7.408 -5.325 0.584 0.0 0.0 -0.1
H 6.302 -7.485 0.167 0.0 0.2 -0.1
H 6.024 -7.075 -1.522 0.0 0.0 0.1
H 4.062 -6.820 0.240 0.1 0.1 -0.1
H 4.887 -5.348 0.706 -0.1 -0.2 -0.1
H 4.631 -5.480 -2.219 -0.1 0.1 0.1
H 3.059 -5.681 -1.497 -0.2 0.0 0.0
H 4.878 -3.499 -0.873 0.0 0.1 -0.2
H 1.565 -2.384 -1.845 0.0 -0.1 0.1
H 0.835 -2.852 -0.297 0.2 0.0 -0.1
H -0.748 -3.960 -0.954 0.1 -0.1 -0.1
H -0.633 -5.035 -2.384 0.1 0.0 0.1
H 1.299 -5.584 0.639 0.0 0.1 -0.1
H 0.206 -6.917 1.020 0.1 0.2 -0.1
H -0.975 -4.142 1.107 0.2 0.0 0.1
H 0.155 -4.614 2.383 -0.1 -0.1 -0.1
H -1.317 -6.404 2.717 0.1 -0.4 0.3
C -0.805 4.440 -4.167 0.1 0.0 0.0
C -0.811 3.400 -3.034 0.0 0.0 -0.2
C -1.325 4.000 -1.720 0.0 0.1 0.1
C -0.342 4.959 -1.053 0.0 0.0 -0.1
C 1.028 4.309 -0.870 0.0 0.0 0.1
C 1.601 3.735 -2.169 0.2 0.0 -0.2
N 0.558 2.837 -2.769 -0.3 0.0 0.6
O 0.521 1.674 -2.228 0.2 0.0 -0.2
C 2.024 4.853 -3.129 -0.1 -0.1 0.0
C 2.839 2.892 -1.888 0.2 0.0 0.0
C -1.710 2.243 -3.459 -0.1 0.0 0.0
H -1.773 4.428 -4.666 0.0 0.0 0.0
H -0.639 5.456 -3.817 0.0 0.0 0.0
H -0.046 4.203 -4.912 0.0 0.0 0.0
H -1.536 3.176 -1.032 0.1 0.0 -0.1
H -2.277 4.499 -1.923 0.0 0.0 0.0
H -0.251 5.882 -1.632 0.0 0.0 0.0
H -0.734 5.253 -0.077 0.0 0.0 0.0
H 1.745 5.031 -0.471 0.0 0.0 0.0
H 0.949 3.498 -0.138 0.0 0.0 -0.1
H 2.289 4.442 -4.103 0.0 0.0 0.0
H 2.906 5.344 -2.718 0.0 0.0 0.0
H 1.269 5.619 -3.273 0.0 0.0 0.0
H 2.673 2.098 -1.167 -0.2 0.0 0.0
H 3.619 3.552 -1.502 0.0 0.0 0.0
H 3.207 2.432 -2.806 0.0 0.0 0.0
H -1.322 1.760 -4.356 0.0 0.0 0.0
H -2.702 2.641 -3.680 0.0 0.0 0.0
H -1.800 1.493 -2.678 0.0 0.0 0.0
C -2.168 2.790 2.308 0.0 0.0 0.0
C -3.351 2.075 1.631 0.2 0.0 0.1
C -4.158 3.045 0.760 -0.1 0.1 -0.1
C -4.988 4.041 1.568 0.0 0.0 0.0
C -5.883 3.323 2.577 -0.1 0.1 -0.1
C -5.115 2.366 3.496 0.1 0.0 0.2
N -4.286 1.464 2.631 -0.3 0.2 -0.3
O -4.928 0.452 2.182 0.1 -0.1 0.1
C -4.260 3.138 4.507 0.0 -0.1 0.0
C -6.086 1.490 4.279 -0.1 0.0 0.0
C -2.788 0.946 0.776 0.1 0.0 -0.1
H -1.304 2.753 1.643 0.0 0.0 0.0
H -2.363 3.840 2.519 0.0 0.0 0.0
H -1.889 2.297 3.238 0.0 0.0 0.0
H -4.827 2.460 0.122 0.0 0.0 0.0
H -3.462 3.569 0.100 -0.1 0.0 0.0
H -4.341 4.761 2.076 0.0 0.0 0.0
H -5.611 4.623 0.886 0.0 0.0 0.0
H -6.413 4.045 3.203 0.0 0.0 0.0
H -6.641 2.748 2.036 0.0 -0.1 0.0
H -3.608 2.457 5.056 0.0 0.0 0.0
H -4.925 3.620 5.224 0.0 0.0 0.0
H -3.648 3.917 4.063 0.0 0.0 0.0
H -6.781 0.973 3.623 0.0 0.0 0.0
H -6.653 2.125 4.962 0.0 0.0 0.0
H -5.549 0.743 4.863 0.0 0.0 0.0
H -2.267 0.213 1.394 0.0 0.0 0.0
H -2.071 1.372 0.070 0.0 0.0 0.0
H -3.560 0.430 0.213 0.0 0.0 0.1
```
Forces are in eV/Å.

Computed properties:
F_max = 0.78 eV/A
E_HOMO (alpha / beta) = -8.01 / -9.26 eV
LUMO (alpha / beta) = 0.42 / 0.30 eV
spin multiplicity = 3
expectation value of S² = 2.01

Mulliken atomic charge list, values in e, 4 entries: -1.04, -0.71, 0.00, -0.70

Question: Which of these has the lowest spin multiplicity?
Answer: C28H54BIO22

Question: Among the records above, which one has the lowest F_max?
Answer: C28H55BrClN3O9S

Question: Number 1 is which compound?
Answer: C28H54BIO22